# 1
Molecular formula: C3H4N4O3S
Method: DFT, ωB97M-V/def2-TZVPD

Each line ends with the natural charge from an NBO analysis.
CARTESIAN COORDINATES (ANGSTROEM)
C: -0.748 1.008 0.280  -0.0337
C: -1.426 -0.160 0.085  0.1102
C: 0.307 -0.760 1.376  0.1084
N: 0.342 0.620 1.026  -0.5830
N: -0.780 -1.201 0.702  -0.5552
N: 2.720 0.907 -0.114  -1.0197
N: -2.617 -0.408 -0.688  0.5349
O: -3.041 0.602 -1.217  -0.3726
O: -2.987 -1.554 -0.752  -0.3804
O: 3.524 -1.164 -1.526  -0.8470
S: 2.945 -0.610 -0.306  1.4845
H: -1.180 2.036 0.042  0.2634
H: -1.200 -2.076 0.553  0.4384
H: 1.187 1.172 1.331  0.4644
H: 2.955 1.588 -0.790  0.3874

total charge = 0
HOMO-LUMO gap = 8.41 eV
lowest unoccupied orbital energy = -0.896 eV

# 2
Molecular formula: C3H4N4O4
Method: DFT, ωB97M-V/def2-TZVPD

Each line ends with the natural charge from an NBO analysis.
CARTESIAN COORDINATES (ANGSTROEM)
C: 0.901 0.299 1.531  0.2121
C: -0.984 0.267 -0.228  0.6819
C: 0.980 0.387 0.138  0.0654
N: 0.873 0.346 2.657  -0.2454
N: 1.219 1.635 -0.347  -0.8290
N: -1.400 -0.910 0.086  -0.3227
N: 1.493 -0.773 -0.644  0.5421
O: -1.381 1.404 -0.396  -0.5635
O: 1.324 -1.838 -0.169  -0.3703
O: 2.082 -0.480 -1.672  -0.3715
O: -2.743 -1.359 -0.120  -0.5867
H: 0.323 2.162 -0.247  0.4192
H: 1.666 1.769 -1.308  0.4275
H: -0.844 -1.730 0.241  0.4356
H: -3.511 -1.181 0.477  0.5052

total charge = 0
HOMO-LUMO gap = 8.86 eV
lowest unoccupied orbital energy = -0.729 eV

# 3
Molecular formula: C3H4NO2
Method: DFT, ωB97M-V/def2-TZVPD

Each line ends with the natural charge from an NBO analysis.
CARTESIAN COORDINATES (ANGSTROEM)
C: -0.544 1.260 0.178  -0.7430
C: 0.631 0.844 -0.274  0.4751
O: 1.369 1.418 -1.099  -0.7172
C: 1.024 -0.902 -0.150  -0.4119
N: 1.992 -1.213 0.794  0.0709
O: 3.155 -1.325 0.248  -0.4161
H: -0.749 2.235 -0.013  0.1849
H: -1.231 0.714 0.815  0.1748
H: 0.113 -1.556 -0.030  0.1933
H: 1.397 -1.167 -1.178  0.1892

total charge = -1
structure (SMILES) = C=C([O-])CN=O
HOMO-LUMO gap (alpha / beta) = 7.21 / 7.21 eV
lowest unoccupied orbital energy (alpha / beta) = 4.101 / 4.100 eV

# 4
Molecular formula: C3H4NO2S
Method: DFT, ωB97M-V/def2-TZVPD

Each line ends with the Löwdin spin population.
CARTESIAN COORDINATES (ANGSTROEM)
C: 1.062 -3.308 0.541  0.0030
C: -1.449 1.759 -0.188  0.3518
C: -1.662 2.001 -1.353  0.4869
N: 0.508 -2.336 0.398  0.1380
O: 1.424 0.084 -0.155  0.1241
O: 0.043 -0.318 1.824  0.2473
S: -0.010 -0.296 0.430  0.6066
H: 1.635 -4.248 0.272  0.0015
H: -1.513 1.788 0.939  0.0161
H: 2.180 0.100 0.429  0.0038
H: -1.618 2.259 -2.346  0.0210

total charge = +1
spin multiplicity = 3
HOMO-LUMO gap (alpha / beta) = 8.09 / 6.28 eV
lowest unoccupied orbital energy (alpha / beta) = -3.340 / -9.267 eV

# 5
Molecular formula: C3H4NO3
Method: DFT, ωB97M-V/def2-TZVPD

Each line ends with the natural charge from an NBO analysis.
CARTESIAN COORDINATES (ANGSTROEM)
C: 1.801 0.888 -0.049  1.1365
C: -0.933 -0.625 -0.228  -0.3827
C: -0.624 0.813 0.173  -0.0795
N: 0.404 -1.226 0.005  0.0763
O: 2.899 0.621 -0.034  -0.2846
O: 0.646 -2.379 0.055  -0.1355
O: 0.680 1.290 -0.162  -0.3970
H: -1.562 -1.097 0.601  0.2793
H: -1.387 -0.649 -1.221  0.2715
H: -1.290 1.522 -0.446  0.2704
H: -0.632 0.840 1.306  0.2453

total charge = +1
HOMO-LUMO gap = 9.01 eV
lowest unoccupied orbital energy = -5.224 eV

# 6
Molecular formula: C3H4NO4S
Method: DFT, ωB97M-V/def2-TZVPD

Each line ends with the natural charge from an NBO analysis.
CARTESIAN COORDINATES (ANGSTROEM)
C: -0.504 -1.056 0.009  0.5307
C: -1.509 -0.146 0.061  -0.7369
C: 1.790 0.332 -0.212  -0.0570
N: 0.981 -0.579 0.165  -0.4740
O: 4.139 1.073 0.685  -0.9861
O: -0.512 -2.282 -0.084  -0.7089
O: 3.492 -1.296 0.798  -1.0024
O: 3.999 -0.255 -1.370  -0.9813
S: 3.571 -0.078 0.007  2.3724
H: -2.524 -0.482 -0.011  0.2047
H: -1.319 0.908 0.156  0.1808
H: 1.453 1.246 -0.680  0.2083
H: 1.525 -1.381 0.533  0.4498

total charge = -1
HOMO-LUMO gap = 7.58 eV
lowest unoccupied orbital energy = 3.301 eV

# 7
Molecular formula: C3H4NOS
Method: DFT, ωB97M-V/def2-TZVPD

Each line ends with the natural charge from an NBO analysis.
CARTESIAN COORDINATES (ANGSTROEM)
C: 1.617 -0.530 -0.094  -0.4118
N: 0.620 0.425 0.272  -0.4651
C: -0.587 0.073 0.377  0.0418
C: -1.691 0.995 0.132  0.3114
O: -2.157 1.851 0.834  -0.6211
S: -2.336 0.566 -1.403  -0.5285
H: 2.224 -0.196 -0.850  0.1868
H: 1.007 -1.429 -0.357  0.1729
H: 2.423 -0.759 0.742  0.1611
H: -1.119 -0.995 0.346  0.1524

total charge = -1
structure (SMILES) = C/N=C/C([O-])=S
HOMO-LUMO gap = 7.20 eV
lowest unoccupied orbital energy = 3.911 eV

# 8
Molecular formula: C3H4NP
Method: DFT, ωB97M-V/def2-TZVPD

Each line ends with the natural charge from an NBO analysis.
CARTESIAN COORDINATES (ANGSTROEM)
H: 1.433 0.752 1.547  -0.0639
P: 1.685 -0.546 1.905  0.5263
C: 0.809 -1.195 0.570  -0.4565
C: -0.141 -0.238 -0.454  -0.6083
C: 0.756 -2.524 0.351  0.1860
N: 0.586 -3.628 0.088  -0.2648
H: -0.025 0.913 -0.224  0.2251
H: 0.110 -0.391 -1.509  0.2256
H: -1.187 -0.526 -0.506  0.2303

total charge = 0
structure (SMILES) = [H]/P=C(\C)C#N
HOMO-LUMO gap = 8.64 eV
lowest unoccupied orbital energy = -1.113 eV

# 9
Molecular formula: C3H4NPS
Method: DFT, ωB97M-V/def2-TZVPD

Each line ends with the natural charge from an NBO analysis.
CARTESIAN COORDINATES (ANGSTROEM)
P: -2.395 0.857 0.253  0.3411
C: -1.001 -0.075 -0.295  0.0713
N: -0.079 -0.703 0.115  -0.2153
C: 1.134 -1.133 0.254  -0.2154
C: 2.233 -0.261 0.246  -0.3017
S: 2.186 1.368 0.008  -0.1315
H: -2.965 0.972 -1.019  -0.0044
H: -1.685 2.052 0.133  0.0336
H: 1.272 -2.188 0.428  0.2159
H: 3.193 -0.733 0.424  0.2065

total charge = 0
structure (SMILES) = [PH2]#C/N=C\C=S
HOMO-LUMO gap (alpha / beta) = 7.26 / 7.26 eV
lowest unoccupied orbital energy (alpha / beta) = -0.550 / -0.551 eV

# 10
Molecular formula: C3H4NPS
Method: DFT, ωB97M-V/def2-TZVPD

Each line ends with the Löwdin spin population.
CARTESIAN COORDINATES (ANGSTROEM)
C: -2.695 -0.759 0.211  1.0164
C: 0.447 -0.085 -0.154  -0.0230
C: 1.827 0.531 -0.125  -0.0104
N: -0.534 0.801 -0.265  0.2772
P: -2.191 0.762 -0.178  0.1068
S: 0.236 -1.748 0.243  0.5790
H: -3.381 -1.486 0.537  0.0622
H: 1.908 1.570 -0.567  -0.0008
H: 2.464 -0.190 -0.656  -0.0012
H: 1.917 0.605 0.954  -0.0061

total charge = 0
spin multiplicity = 3
HOMO-LUMO gap (alpha / beta) = 8.08 / 6.05 eV
lowest unoccupied orbital energy (alpha / beta) = -0.379 / -2.996 eV

# 11
Molecular formula: C3H4NS
Method: DFT, ωB97M-V/def2-TZVPD

Each line ends with the natural charge from an NBO analysis.
CARTESIAN COORDINATES (ANGSTROEM)
C: 0.928 0.218 0.162  0.3132
C: -0.681 -1.236 0.061  0.2365
C: -0.227 1.239 -0.016  -0.7259
N: 0.621 -1.045 0.107  -0.4827
S: -1.621 0.180 -0.024  0.5806
H: 1.905 0.381 0.463  0.2403
H: -0.741 -3.605 -0.653  0.1683
H: -0.084 1.971 0.809  0.3299
H: -0.101 1.895 -0.909  0.3398

total charge = +1
HOMO-LUMO gap (alpha / beta) = 7.97 / 8.93 eV
lowest unoccupied orbital energy (alpha / beta) = -7.393 / -7.009 eV

# 12
Molecular formula: C3H4NS
Method: DFT, ωB97M-V/def2-TZVPD

Each line ends with the natural charge from an NBO analysis.
CARTESIAN COORDINATES (ANGSTROEM)
C: -0.868 -0.248 -1.201  0.0867
C: -0.428 1.464 1.105  -0.3479
C: 0.956 -0.797 0.228  -0.0775
N: 0.062 -0.769 -0.724  -0.2528
S: -1.430 1.475 -0.085  0.6015
H: -1.322 -0.477 -2.130  0.2544
H: 0.318 1.116 1.717  0.2406
H: 1.975 -0.557 -0.094  0.2532
H: 0.738 -1.208 1.185  0.2419

total charge = +1
HOMO-LUMO gap = 8.32 eV
lowest unoccupied orbital energy = -5.872 eV

# 13
Molecular formula: C3H4NdO3
Method: DFT, ωB97M-V/def2-TZVPD

Each line ends with the Löwdin spin population.
CARTESIAN COORDINATES (ANGSTROEM)
O: -1.844 2.778 0.075  -0.0181
C: -2.192 1.611 0.559  -0.0001
O: -3.335 1.131 0.429  -0.0043
C: 1.855 -1.223 -0.856  0.0005
C: 0.865 -1.827 -0.182  0.0003
O: -1.223 0.993 1.192  -0.0171
Nd: 0.400 2.739 0.905  4.0388
H: 2.861 -1.143 -0.439  0.0000
H: 1.713 -0.875 -1.883  0.0000
H: 1.024 -2.224 0.823  0.0000
H: -0.125 -1.960 -0.622  0.0000

total charge = 0
spin multiplicity = 5
HOMO-LUMO gap (alpha / beta) = 5.81 / 5.92 eV
lowest unoccupied orbital energy (alpha / beta) = -1.607 / -1.715 eV

# 14
Molecular formula: C3H4O
Method: DFT, ωB97M-V/def2-TZVPD

Each line ends with the natural charge from an NBO analysis.
CARTESIAN COORDINATES (ANGSTROEM)
C: -0.885 1.449 -0.813  -0.2239
C: -0.726 0.443 -0.098  -0.0566
C: 0.143 -0.529 0.636  -0.1701
O: 0.938 -1.295 -0.384  -0.7008
H: -1.471 2.245 -1.416  0.2606
H: 0.837 -0.224 1.476  0.2184
H: -0.468 -1.440 1.158  0.2122
H: 1.632 -0.651 -0.558  0.4601

total charge = 0
structure (SMILES) = C#CCO
HOMO-LUMO gap = 11.13 eV
lowest unoccupied orbital energy = 0.840 eV

# 15
Molecular formula: C3H4O2
Method: DFT, ωB97M-V/def2-TZVPD

Each line ends with the natural charge from an NBO analysis.
CARTESIAN COORDINATES (ANGSTROEM)
O: -1.935 -1.103 -0.359  -0.5083
C: -1.295 -0.072 -0.123  0.3894
C: -0.015 0.133 0.520  -0.0686
C: 1.234 -0.128 -0.207  -0.0733
O: 0.729 1.121 -0.072  -0.4581
H: -1.968 0.813 -0.546  0.1285
H: -0.079 0.052 1.597  0.2121
H: 2.038 -0.468 0.446  0.1815
H: 1.292 -0.348 -1.255  0.1969

total charge = 0
structure (SMILES) = O=C[C@H]1CO1
HOMO-LUMO gap = 10.66 eV
lowest unoccupied orbital energy = 0.697 eV

# 16
Molecular formula: C3H4O2
Method: DFT, ωB97M-V/def2-TZVPD

Each line ends with the natural charge from an NBO analysis.
CARTESIAN COORDINATES (ANGSTROEM)
O: 1.847 -0.049 0.082  -0.5350
C: 0.652 0.023 -0.163  0.7880
C: -0.467 1.063 -0.059  -0.5418
C: -1.425 -0.164 0.053  -0.0687
O: -0.324 -1.017 -0.043  -0.5103
H: -0.579 1.680 -0.908  0.2376
H: -0.053 1.591 0.949  0.2550
H: -1.794 -0.009 1.284  0.1652
H: -2.320 -0.267 -0.618  0.2100

total charge = 0
structure (SMILES) = O=C1CCO1
HOMO-LUMO gap = 11.45 eV
lowest unoccupied orbital energy = 0.766 eV

# 17
Molecular formula: C3H4O2
Method: DFT, ωB97M-V/def2-TZVPD

Each line ends with the natural charge from an NBO analysis.
CARTESIAN COORDINATES (ANGSTROEM)
C: -1.090 -0.325 -0.456  -0.4989
C: 0.043 -0.013 0.194  0.2080
O: 0.141 -0.505 1.454  -0.6531
C: 1.215 0.729 -0.346  0.3739
O: 1.141 1.458 -1.306  -0.4893
H: -1.523 -1.301 -0.242  0.2073
H: -1.516 0.258 -1.249  0.2287
H: -0.826 -0.660 1.525  0.4914
H: 2.183 0.511 0.157  0.1320

total charge = 0
structure (SMILES) = C=C(O)C=O
HOMO-LUMO gap = 9.24 eV
lowest unoccupied orbital energy = -0.150 eV

# 18
Molecular formula: C3H4O2
Method: DFT, ωB97M-V/def2-TZVPD

Each line ends with the natural charge from an NBO analysis.
CARTESIAN COORDINATES (ANGSTROEM)
O: -0.172 -0.972 1.682  -0.5297
C: -0.028 -0.213 0.758  0.5065
C: -1.067 0.440 -0.053  -0.1342
O: -0.088 -0.548 -1.144  -0.4829
C: 1.037 -0.222 -0.313  -0.1821
H: -0.871 1.333 -0.620  0.2095
H: -2.091 0.455 0.385  0.2211
H: 1.769 -1.007 -0.110  0.2129
H: 1.511 0.734 -0.584  0.1790

total charge = 0
structure (SMILES) = O=C1COC1
HOMO-LUMO gap = 9.94 eV
lowest unoccupied orbital energy = -0.048 eV

# 19
Molecular formula: C3H4O2
Method: DFT, ωB97M-V/def2-TZVPD

Each line ends with the natural charge from an NBO analysis.
CARTESIAN COORDINATES (ANGSTROEM)
C: -0.596 -0.855 0.185  -0.4211
C: -0.130 0.356 0.126  -0.1820
C: 1.697 0.546 -0.269  0.3175
O: 2.410 -0.008 0.743  -0.2577
O: 2.372 -0.629 -0.529  -0.2498
H: -1.585 -0.917 0.399  0.2053
H: 0.142 -1.588 0.323  0.2238
H: -0.482 1.380 0.200  0.1982
H: 1.906 1.551 -0.622  0.1659

total charge = 0
structure (SMILES) = C=CC1OO1
HOMO-LUMO gap = 11.08 eV
lowest unoccupied orbital energy = 1.096 eV

# 20
Molecular formula: C3H4O2
Method: DFT, ωB97M-V/def2-TZVPD

Each line ends with the natural charge from an NBO analysis.
CARTESIAN COORDINATES (ANGSTROEM)
O: 0.159 1.718 0.868  -0.7087
C: -0.581 0.584 0.396  0.3471
C: 0.155 -0.729 0.189  -0.2891
C: 0.123 -0.714 -1.136  0.1396
O: -0.890 0.716 -0.982  -0.5537
H: 1.103 1.673 0.606  0.4753
H: -1.377 0.478 1.035  0.1568
H: 0.591 -1.419 0.957  0.2244
H: 0.381 -1.091 -2.047  0.2082

total charge = 0
structure (SMILES) = O[C@@H]1C=CO1
HOMO-LUMO gap = 10.75 eV
lowest unoccupied orbital energy = 0.891 eV

Relative energy (zero: lowest compared OMol25 entry of this formula, charge and spin), respectively: 0.349; 0.355; 4.474; 0.000; 3.947; 0.843; 0.927; 1.035; 2.419; 0.403; 5.537; 3.690; 0.237; 2.239; 2.671; 1.988; 1.901; 3.357; 6.125; 3.617 eV.
E, respectively: -26108.2760; -17319.3461; -8757.9368; -19580.0148; -10796.0980; -23691.5638; -17548.6022; -13952.3082; -24786.8439; -24784.9446; -15487.1981; -15489.0452; -24592.9875; -5219.8981; -7268.0152; -7268.6978; -7268.7853; -7267.3292; -7264.5614; -7267.0691 eV.